The following is a quantum chemistry calculation of C23H30DyN6OS as an isolated structure, from OMol25.

The geometry in XYZ format:
```
62
Properties=species:S:1:pos:R:3:forces:R:3:mulliken_spin:R:1
Dy 0.35086 0.37174 -0.29955 0.4 0.1 0.2 5.19
C 2.86469 1.99431 1.39683 0.1 0.0 -0.1 0.00
C 1.95892 1.36584 2.43014 -0.1 0.0 0.1 0.00
N 0.53243 1.38749 2.01816 0.0 0.0 -0.3 -0.05
C -0.18599 2.67725 2.21299 0.0 -0.1 0.1 0.00
C 0.14097 3.77872 1.21386 0.0 0.1 0.1 0.00
S 0.21547 3.21353 -0.51949 -0.1 0.1 0.0 0.00
C 1.92598 3.61114 -1.02116 0.1 0.1 0.0 0.00
C 2.95543 2.46900 -0.98656 0.0 -0.1 0.0 0.00
N 2.64060 1.43965 0.02986 -0.1 0.0 0.1 -0.04
H 3.90857 1.86502 1.68862 0.0 0.0 0.0 0.00
H 2.70480 3.06753 1.34796 0.0 0.0 0.0 0.00
H 2.09448 1.86034 3.39582 0.0 0.0 0.0 0.00
H 2.23601 0.31874 2.58203 0.0 0.0 0.0 0.00
H 0.05014 0.73320 2.62926 0.0 0.0 0.0 0.00
H -0.00416 3.05722 3.22278 0.0 0.0 0.0 0.00
H -1.25130 2.44825 2.15720 0.0 0.0 0.0 0.00
H 1.07708 4.28581 1.43492 0.0 0.0 0.0 0.00
H -0.63640 4.53995 1.27056 0.0 0.0 0.0 0.00
H 2.22707 4.44280 -0.38554 0.0 0.0 0.0 0.00
H 1.87148 4.03424 -2.02428 0.0 0.0 0.0 0.00
H 3.94189 2.90308 -0.80019 0.0 0.0 0.0 0.00
H 3.04522 1.96815 -1.95016 0.0 0.0 0.0 0.00
H 3.29851 0.67359 -0.10205 0.0 0.0 0.0 0.00
O 0.81108 0.99958 -2.62818 -0.1 -0.2 0.3 -0.02
C -0.14282 0.75110 -3.69325 0.1 0.1 0.0 0.00
C -0.97935 -0.42803 -3.30564 -0.1 -0.1 -0.1 0.00
C -1.70120 -1.10563 -4.27536 0.1 0.1 0.0 0.00
C -2.46824 -2.19368 -3.90382 -0.1 -0.1 0.0 0.00
C -2.47518 -2.58675 -2.57086 0.0 0.0 0.1 0.00
C -1.73524 -1.85921 -1.66653 0.0 0.0 -0.1 0.00
N -0.99828 -0.77933 -2.01080 -0.1 -0.1 0.1 -0.03
H 1.45605 1.64494 -2.94045 0.0 0.0 0.0 0.00
H 0.40315 0.54377 -4.61297 0.0 0.0 0.0 0.00
H -0.75568 1.64371 -3.83779 0.0 0.0 0.0 0.00
H -1.65434 -0.78540 -5.30818 0.0 0.0 0.0 0.00
H -3.04399 -2.73687 -4.64173 0.0 0.0 0.0 0.00
H -3.04730 -3.44057 -2.23661 0.0 0.0 0.0 0.00
H -1.71722 -2.13640 -0.62217 0.0 0.0 0.0 0.00
C 1.37618 -3.92215 -0.92427 0.0 0.1 0.0 0.00
C 1.79855 -2.61526 -1.12231 0.0 -0.1 0.1 0.00
N 1.61430 -1.67357 -0.18527 -0.1 0.1 -0.2 -0.01
C 0.97873 -2.01716 0.94136 -0.1 0.1 -0.1 -0.01
C 0.38053 -3.23916 1.15468 0.0 0.0 0.1 0.00
C 0.63974 -4.23373 0.20895 0.0 -0.1 0.0 0.00
C -0.46970 -3.40455 2.34082 0.0 0.0 0.0 0.00
C -1.40779 -2.55630 2.77653 -0.1 0.1 -0.1 0.00
C -2.06277 -1.33960 2.22258 0.0 0.0 0.0 0.00
C -3.28461 -1.01458 2.80874 0.0 0.0 0.0 0.00
C -3.99928 0.07952 2.34882 -0.1 0.1 0.0 0.00
N -3.55772 0.83622 1.33976 0.1 -0.3 0.1 0.00
C -2.40707 0.44903 0.83857 -0.1 0.3 -0.2 0.00
N -1.60913 -0.55336 1.20451 0.1 -0.1 0.0 -0.03
H 1.58972 -4.67097 -1.67448 0.0 0.0 0.0 0.00
H 2.29596 -2.31209 -2.03424 0.0 0.0 0.0 0.00
H 0.89037 -1.24810 1.70813 0.0 0.0 0.0 -0.01
H 0.24814 -5.23477 0.34582 0.0 0.0 0.0 0.00
H -0.32572 -4.30801 2.92367 0.0 0.0 0.0 0.00
H -1.90714 -2.86356 3.68786 0.0 0.0 0.0 0.00
H -3.67627 -1.61605 3.61701 0.0 0.0 0.0 0.00
H -4.94704 0.35706 2.79488 0.0 0.0 0.0 0.00
H -2.07218 1.06331 -0.00979 0.0 0.0 0.0 -0.01
```
Forces are in eV/Å.

## Properties
* energy above the lowest of the compared OMol25 structures with the same formula, charge and spin: 0.0 kcal per mole
* Kohn-Sham gap (alpha / beta): 7.1 / 8.8 eV
* net charge: +3
* E_LUMO (alpha / beta): -10.851 / -9.092 eV
* E: -2580.5785 a.u.
* ⟨S²⟩: 8.84
* 2S+1: 6
* E_HOMO (alpha / beta): -17.91 / -17.91 eV

---

The following is a quantum chemistry calculation of one molecule with the formula C23H30N2O4S, from OMol25.

The geometry in XYZ format:
```
60
Properties=species:S:1:pos:R:3:forces:R:3:nbo_charge:R:1
C 3.47429 3.27759 -0.75992 0.1 0.2 0.0 -0.25
O 2.80846 2.03740 -0.73129 0.1 -0.4 -0.1 -0.52
C 3.54561 0.92024 -0.48338 0.1 -0.1 -0.2 0.38
C 4.92234 0.83889 -0.62808 -0.2 0.3 0.0 -0.30
C 5.58562 -0.36164 -0.42830 -0.1 -0.1 0.1 -0.19
C 4.89571 -1.50697 -0.07247 0.1 0.0 -0.1 -0.04
C 5.59855 -2.81279 0.15043 -0.1 0.0 0.0 -0.62
C 3.51917 -1.41865 0.10599 -0.1 0.2 0.0 -0.22
C 2.83852 -0.22926 -0.08975 0.7 0.3 0.0 0.09
N 1.45308 -0.10765 0.12697 -0.4 0.6 0.6 -0.67
C 0.58557 -1.24253 -0.11398 -0.3 -0.2 0.0 -0.32
C -0.74209 -0.70837 -0.65719 -0.2 -0.2 -0.2 0.69
O -0.75894 -0.11901 -1.72475 0.3 -0.1 -0.3 -0.64
N -1.86382 -0.89454 0.06724 -0.2 0.1 0.1 -0.45
C -1.97850 -1.64268 1.30025 0.2 -0.5 0.3 -0.24
C -2.05904 -3.16217 1.08238 -0.1 0.1 -0.2 -0.41
C -2.76750 -3.55174 -0.21779 -0.1 -0.1 0.3 -0.40
C -4.07346 -2.79367 -0.47862 0.1 0.0 -0.3 -0.41
C -3.85956 -1.50230 -1.26973 0.0 0.1 0.3 -0.40
C -3.11320 -0.41554 -0.49398 -0.2 0.1 -0.5 -0.22
S 0.99789 0.79731 1.47383 -0.1 0.1 0.5 2.32
O 0.46275 -0.10918 2.46338 -0.1 0.1 -0.2 -0.97
O 2.09032 1.62285 1.88924 0.0 0.0 -0.3 -0.92
C -0.35699 1.80183 0.88218 0.4 -0.3 0.1 -0.37
C -1.47680 1.93424 1.67901 0.0 -0.1 0.2 -0.12
C -2.54325 2.69577 1.23221 0.1 0.0 0.0 -0.24
C -2.49403 3.32114 -0.00792 0.1 0.0 0.0 0.01
C -3.64486 4.14026 -0.50651 0.0 0.0 0.0 -0.63
C -1.35044 3.17747 -0.78924 0.0 0.0 0.2 -0.21
C -0.27954 2.42141 -0.34980 0.0 0.2 -0.1 -0.15
H 2.69061 4.03340 -0.79304 0.1 0.0 0.0 0.20
H 4.07495 3.42091 0.14197 0.0 0.0 0.0 0.19
H 4.10765 3.37567 -1.64885 0.0 0.0 0.1 0.17
H 5.49230 1.70914 -0.91255 0.0 0.1 0.0 0.22
H 6.65769 -0.39689 -0.55566 0.1 0.0 0.0 0.21
H 5.50090 -3.12195 1.19048 0.1 -0.1 0.1 0.22
H 5.16256 -3.59315 -0.47164 0.0 -0.1 0.0 0.22
H 6.65576 -2.72865 -0.08671 0.1 -0.1 0.0 0.21
H 2.97262 -2.29535 0.42106 -0.1 -0.1 0.1 0.21
H 0.47010 -1.84493 0.78949 0.0 -0.1 -0.1 0.21
H 1.03233 -1.84575 -0.90854 -0.1 0.1 0.1 0.25
H -1.15578 -1.38952 1.97216 -0.2 0.0 -0.1 0.25
H -2.89816 -1.30366 1.78191 0.1 0.0 0.0 0.20
H -2.58819 -3.59570 1.93308 0.0 -0.1 0.1 0.21
H -1.05729 -3.59548 1.06631 0.1 0.0 0.1 0.20
H -2.09325 -3.38315 -1.06011 0.0 -0.1 -0.1 0.20
H -2.97162 -4.62386 -0.17688 0.1 0.0 -0.1 0.21
H -4.73830 -3.43358 -1.06312 -0.1 0.0 0.1 0.21
H -4.57700 -2.57858 0.46563 -0.1 0.0 0.1 0.19
H -3.29422 -1.73127 -2.17492 0.0 0.0 -0.1 0.21
H -4.82684 -1.09672 -1.57325 0.0 0.0 -0.1 0.21
H -3.73303 -0.03478 0.32215 0.1 0.0 0.0 0.19
H -2.87477 0.41022 -1.16773 -0.1 0.0 0.2 0.24
H -1.49982 1.43143 2.63295 -0.1 -0.1 0.1 0.23
H -3.42253 2.80179 1.85127 -0.1 0.0 0.1 0.21
H -3.93689 3.81670 -1.50387 -0.1 0.0 -0.1 0.22
H -3.35890 5.18961 -0.56919 0.0 0.1 0.0 0.22
H -4.50232 4.05592 0.15577 -0.1 0.0 0.0 0.21
H -1.30654 3.65496 -1.75683 0.0 0.0 -0.1 0.21
H 0.60215 2.28550 -0.95179 0.0 0.0 -0.2 0.26
```
Forces are in eV/Å.

## Properties
* energy above the lowest of the compared OMol25 structures with the same formula, charge and spin: 23.5 kcal per mole
* SMILES: COc1ccc(C)cc1N(CC(=O)N1CCCCCC1)S(=O)(=O)c1ccc(C)cc1
* Kohn-Sham gap: 8.9 eV
* E_LUMO: 0.728 eV
* E: -1703.0829 a.u.
* E_HOMO: -8.15 eV